# 1
C24H32BrNO4S | wB97M-V/def2-TZVPD

Output
highest occupied orbital energy = -9.17 eV
E_tot = -4261.64142 Ha
SMILES = CCC1=C(C[C@@H](C)Br)C(=O)c2c(CCN)cc(CCCS)c(CCOC(C)=O)c2C1=O
HOMO-LUMO gap = 8.4 eV
charge = 0

Each line ends with the Mulliken charge.
Geometry (Å):
H (4.219966, 2.277641, -1.550388)  0.41
O (-2.283069, -2.578821, -1.187024)  -0.58
H (-4.385409, 3.295957, -1.179913)  0.48
H (-1.780581, 1.487764, -2.616146)  -0.07
H (-2.410776, 4.236228, -0.180095)  0.43
H (4.477523, -0.002244, -0.772541)  0.20
O (1.019696, -1.113633, -2.033117)  -0.63
C (-2.360884, -0.092011, 4.234423)  -0.80
H (-0.967237, -4.683552, -2.349454)  0.39
H (-0.342966, -0.700364, 3.930550)  0.36
C (4.826063, -1.284791, 1.740739)  0.03
C (3.309016, 1.679383, -1.638880)  -1.32
C (-2.300953, 0.831422, 0.071151)  0.74
Br (6.610801, -0.639283, 1.170447)  -0.18
H (-3.229425, -0.672670, -2.369434)  0.33
H (4.284018, 0.810992, 1.345288)  0.53
H (-0.388006, 0.446519, -2.725673)  0.60
C (-1.555034, -2.611284, -2.156316)  0.89
H (4.954239, -1.713999, 2.734327)  0.53
C (-0.003338, -0.198751, 1.210994)  0.43
H (0.117795, -3.715870, -1.370279)  0.20
C (-3.489591, 2.684156, -1.338672)  -0.76
H (-1.328683, 3.061032, -0.991191)  0.06
H (-0.535682, 1.046969, 3.926394)  0.40
C (-0.132826, -0.088954, -0.171894)  0.78
C (-0.973131, 0.106725, 3.559459)  -0.81
C (4.450565, -2.447387, 0.809737)  -1.28
H (-2.434603, -1.859031, 3.229919)  0.33
C (-1.270910, 0.414315, -0.773504)  0.81
C (3.822382, -0.091671, 1.753958)  -1.63
H (-4.256065, 0.711788, -0.911162)  0.34
C (-3.609582, 1.441975, -0.409241)  -1.45
H (4.469136, -2.121250, -0.231636)  0.30
H (-2.583154, -0.128627, -3.895437)  0.46
H (-2.129358, -0.283319, 5.290175)  0.40
H (-3.758502, -0.932116, 3.033207)  0.33
C (2.406738, -0.231538, -0.316365)  -0.23
C (-1.381166, 0.529993, -2.279369)  -0.72
N (-3.094359, -1.264988, 3.722865)  -0.64
H (-2.959988, 0.821424, 4.184190)  0.28
H (-3.470528, 2.432972, -2.400331)  0.40
H (-2.982107, 1.025174, 2.055291)  0.35
H (-4.166215, 1.771409, 0.475381)  0.47
H (3.467389, -2.853487, 1.067659)  0.25
C (-2.161817, 0.689696, 1.426070)  -0.47
H (-1.492047, 3.960353, -3.372669)  0.13
C (1.075622, -0.531955, -0.967563)  -0.06
S (-2.087090, 4.770207, -2.466556)  -0.23
H (2.891271, 1.792665, -2.643090)  0.32
H (3.389315, -0.406987, -2.172184)  0.40
H (2.582424, 2.136683, -0.953759)  0.29
C (1.301219, -0.726735, 1.781145)  -0.39
C (-0.500493, -3.695969, -2.268750)  -1.09
C (-2.278179, 3.593317, -1.052360)  -0.28
H (5.201241, -3.234488, 0.928391)  0.48
C (2.531604, -0.339931, 1.001989)  1.37
C (-2.295593, -0.542777, -2.921791)  -0.72
H (0.116548, -3.573560, -3.163045)  0.30
O (-1.623791, -1.766276, -3.209650)  -0.41
C (3.524354, 0.185280, -1.262498)  -0.71
C (-1.032908, 0.182572, 2.044473)  0.05
H (3.612395, 0.135231, 2.804507)  0.32
O (1.374725, -1.431521, 2.769245)  -0.66

Forces on atoms 1 to 6 (eV/Å):
-0.038 -0.204 -0.181
0.250 0.648 -0.644
0.070 -0.135 -0.219
0.025 -0.035 0.379
0.060 -0.213 0.000
0.089 0.088 -0.365


# 2
C24H32CaN5O | wB97M-V/def2-TZVPD

Output
highest occupied orbital energy = -9.87 eV
E_tot = -1960.29291 Ha
HOMO-LUMO gap = 7.5 eV
charge = +1

Each line ends with the Mulliken charge.
Geometry (Å):
H (1.233784, 5.097715, 0.384808)  0.45
C (-3.883349, -3.004235, 3.527786)  -0.23
H (-2.273668, -4.415783, -1.353939)  0.46
C (-1.644935, -3.573432, -1.605083)  -0.78
H (3.902643, -1.640155, -1.334969)  0.35
N (0.027201, 2.066507, 1.185160)  -0.22
N (-1.525117, -1.361543, 1.380343)  -0.78
H (5.473511, -1.316475, 3.133611)  0.40
H (6.215663, -4.582599, 1.095130)  0.40
H (5.501003, -2.542086, -0.082018)  0.44
C (0.292312, 4.615692, 2.256287)  -0.24
C (0.759940, 4.333876, 0.989343)  -0.91
C (4.430523, -1.223007, 2.834554)  -1.25
C (-0.328774, -2.111467, -2.648394)  -0.47
C (3.264397, -1.481435, 0.705638)  0.93
C (0.605560, 3.051414, 0.486487)  0.52
H (3.647687, -1.519381, 4.818387)  0.39
C (-2.559236, -2.661053, 3.300938)  0.06
H (2.448612, -0.354750, 2.011365)  -0.01
C (-1.559699, -3.571539, 3.644707)  0.07
H (0.399052, 5.611425, 2.667400)  0.43
H (3.422197, -3.176500, -0.625289)  0.35
C (3.542609, -1.961044, 3.826741)  -0.57
C (-1.833082, -2.339152, 0.583439)  0.31
H (4.460098, -4.470622, 1.255008)  0.27
H (-1.008286, -3.929516, -3.710460)  0.45
C (5.465689, -2.567116, 1.003315)  -0.85
C (5.404356, -3.991716, 1.521625)  -1.01
H (2.171623, 2.905851, -0.976820)  0.35
N (-0.513165, -1.590233, -1.415200)  -0.62
H (-0.519175, -3.320718, 3.466036)  0.42
H (-5.251981, -4.484858, 4.267585)  0.39
C (-1.881212, -4.796016, 4.205569)  -0.66
C (-0.993621, -3.321927, -2.819205)  -0.85
C (-3.214298, -5.128547, 4.434086)  -0.40
O (0.763459, 1.410127, -1.272222)  -0.51
H (2.188933, -2.007477, -1.071572)  -0.03
C (-0.324160, 3.610498, 2.987964)  -0.83
H (-2.510904, -3.123046, 0.922388)  0.47
H (4.226355, -0.148388, 2.829308)  0.55
H (2.488937, -1.920604, 3.550023)  0.04
H (3.823556, -3.011675, 3.894177)  0.27
H (6.379296, -2.077324, 1.341937)  0.39
H (0.902459, 1.280298, -2.215175)  0.25
Ca (0.123207, -0.208578, 0.230395)  2.72
H (-0.914410, 1.551466, 2.949802)  0.28
C (-1.338401, -2.512073, -0.761974)  0.13
C (3.189283, -2.112642, -0.656720)  -1.12
H (-1.096923, -5.494019, 4.470137)  0.39
H (0.611838, 3.445076, -1.613656)  0.44
H (-1.544859, -0.792205, 3.383993)  0.37
C (1.092757, 2.762660, -0.913582)  -0.61
C (-0.433840, 2.363899, 2.415860)  -0.05
H (0.278989, -1.595178, -3.380352)  0.44
H (-4.668840, -2.306370, 3.257793)  0.35
C (-2.203709, -1.326444, 2.694030)  -1.04
C (-4.213763, -4.232458, 4.095203)  -0.67
H (-3.105518, -0.716717, 2.607341)  0.31
H (-0.715508, 3.787014, 3.979572)  0.43
N (2.264591, -0.719721, 1.079693)  -0.43
N (4.348706, -1.726233, 1.460252)  0.18
H (-3.468073, -6.084230, 4.874782)  0.38
H (5.504527, -4.031871, 2.607503)  0.30

Forces on atoms 1 to 6 (eV/Å):
-0.016 -0.016 0.029
-0.106 -0.070 0.012
0.033 0.032 -0.031
0.010 -0.160 -0.241
-0.022 0.006 0.002
0.051 0.563 0.135


# 3
C24H32Cl2FN2O3 | wB97M-V/def2-TZVPD

Output
highest occupied orbital energy = -11.62 eV
E_tot = -2288.17335 Ha
SMILES = CC(=O)N(C)CCCC[n+]1ccc2cc([C@@H](C)F)c(/C(Cl)=C(\C)Cl)cc2c1OC[C@H](C)O
HOMO-LUMO gap = 6.6 eV
charge = +1

Each line ends with the Mulliken charge.
Geometry (Å):
H (0.161311, 3.603817, -1.603929)  0.32
H (4.198498, 3.721037, -1.931599)  0.40
Cl (-2.325307, -4.585493, 4.501420)  -0.15
Cl (-4.455100, -2.476621, 3.074041)  -0.14
O (0.278983, 3.250564, 2.799502)  -0.54
C (4.303857, 1.888466, 1.076723)  0.35
C (-1.093983, -0.699385, -1.077854)  -0.13
H (4.566696, -0.089233, 2.386606)  0.38
H (-6.598361, -3.867876, -0.886872)  0.31
C (1.593664, 2.176613, -2.671562)  -0.39
H (1.525662, 4.467553, -2.576011)  0.42
C (0.041805, 0.522328, -1.198653)  -0.05
H (-1.199857, 0.562130, 4.004179)  0.23
C (5.542430, 1.646276, -1.084883)  -0.90
C (-0.483478, 1.859518, 0.780192)  -0.50
H (-0.068420, -5.284436, 2.440265)  0.34
C (-2.800723, -2.544769, -2.327383)  -0.67
H (-0.163056, -3.621210, 1.390631)  0.15
H (-1.740373, 2.367702, 4.024702)  0.39
H (0.711742, 1.151048, 2.718065)  -0.18
H (2.717180, 0.448466, 2.034260)  -0.08
N (0.537563, 1.101778, -2.505263)  0.42
H (6.049608, 0.721118, -0.526320)  0.32
C (-1.477607, 1.475160, 3.295033)  -1.00
C (-4.340746, -4.488972, -0.785610)  0.32
H (-0.390386, 2.986993, 0.412665)  0.19
C (-2.664226, -2.576395, 0.516412)  0.10
H (-2.395249, 1.114805, 2.655300)  0.23
C (-1.573720, -1.335951, 0.354706)  -0.03
H (0.297392, 1.017413, -4.836989)  0.30
H (2.631697, 1.669542, -2.465838)  0.17
H (-1.611632, -1.050490, -4.896571)  0.33
C (-2.059364, -4.011374, 2.719804)  0.13
C (-3.276873, -3.206947, -0.867199)  0.14
C (3.829045, 0.375792, 1.605645)  -0.57
H (5.241472, 1.213844, -2.156070)  0.27
C (-5.770786, -4.101252, -0.070169)  -0.86
C (-0.077624, 0.551000, -3.804156)  -0.01
H (-3.855946, -5.353416, -0.128088)  0.19
H (4.468191, 4.359407, -0.178777)  0.34
H (-3.295487, -3.022170, -3.289823)  0.31
C (-1.198227, -0.643026, -3.879533)  -0.75
H (-6.169551, -4.947810, 0.657310)  0.25
H (-1.576032, 1.485721, 0.588401)  0.59
N (4.264260, 2.109417, -0.421586)  0.37
C (3.881795, 3.523782, -0.797666)  -0.96
H (1.612703, 2.487896, -3.823991)  0.35
H (2.187685, 4.948379, -0.252202)  0.34
C (2.286189, 3.792444, -0.533739)  0.10
C (1.315156, 3.557117, -1.833032)  -0.86
H (3.745649, -0.366451, 0.680756)  0.24
C (-1.724442, -1.313754, -2.460934)  0.36
C (-3.016736, -3.043526, 2.048061)  -0.20
F (-4.584889, -5.109702, -2.128707)  -0.34
O (4.655084, 2.855346, 1.969095)  -0.57
H (-1.097327, -0.891197, 1.334099)  0.41
H (-0.540576, 3.840361, 2.877434)  0.35
H (-1.248417, -5.171304, 0.930726)  0.19
H (6.350754, 2.508680, -1.229492)  0.31
H (-5.662635, -3.133791, 0.589116)  0.24
C (-0.778203, -4.544715, 1.828687)  -0.58
O (0.556660, 1.025606, 0.099710)  -0.03
H (1.932669, 3.216169, 0.445163)  -0.17
C (-0.170075, 1.877947, 2.391794)  0.55

Forces on atoms 1 to 6 (eV/Å):
2.315 -0.060 -0.248
-0.881 -0.649 2.353
0.535 1.030 -3.321
1.969 -0.478 -1.958
-1.931 -1.039 -0.734
1.447 3.483 4.052


> Which of these has the lowest charge?

C24H32BrNO4S